DFT (ωB97M-V/def2-TZVPD) results for a structure of composition C20H21BrClN2NaO3PS at a distorted geometry.

The geometry in XYZ format:
```
51
Properties=species:S:1:pos:R:3:forces:R:3:lowdin_charge:R:1
C 6.162743 -2.313731 0.281154 0.217 -0.275 0.049 -0.09
C 5.419555 -0.957839 0.558102 0.522 -1.015 0.712 -0.27
O 5.209811 -0.181059 -0.644710 0.525 0.581 1.032 -0.17
C 5.379926 1.212235 -0.313197 -0.395 0.713 0.060 -0.22
C 4.641634 2.142589 -1.385074 -0.673 -1.321 1.094 -0.10
C 3.175033 2.338092 -0.866510 -2.157 0.323 -0.421 -0.16
C 2.838599 2.970702 0.433259 -1.238 -0.829 -1.578 0.07
C 1.442068 3.093622 0.882995 1.065 -1.298 -2.701 -0.14
O 1.196318 3.737913 2.136767 -1.061 -2.473 0.725 0.04
C 0.686649 2.818086 3.010462 1.286 1.861 -1.681 -0.29
N 0.358372 2.021130 3.769360 -0.291 -0.044 0.089 0.17
C 0.338118 2.576271 0.045921 3.008 0.017 -0.451 -0.17
C 0.712607 1.964694 -1.253235 0.403 0.534 1.698 -0.39
C 2.089031 1.835547 -1.732361 -0.938 1.075 2.357 -0.02
S -0.711190 1.328645 -2.228426 0.213 -0.266 1.189 0.96
C -1.744482 0.620572 -0.887060 0.048 0.427 1.477 -0.39
C -2.460296 -0.643090 -1.064904 -0.272 1.134 2.279 -0.05
C -3.252384 -1.195876 0.065833 1.206 2.104 -0.721 -0.18
C -3.946042 -2.586328 -0.202288 0.658 0.259 0.425 -0.21
C -5.350902 -2.526778 -0.938034 0.948 -0.013 -0.188 -0.74
C -5.116693 -2.247860 -2.474587 0.034 0.187 0.026 -0.14
Br -6.255937 -4.290526 -0.689776 0.311 0.929 -0.180 0.71
C -3.287397 -0.413350 1.350835 0.635 -0.395 -2.150 -0.35
P -4.217586 -1.022978 2.885497 1.688 0.842 1.069 0.67
O -3.756619 -2.621982 3.183900 -0.228 1.265 -1.285 -0.36
Cl -6.261079 -0.937402 2.293062 0.044 -0.662 -0.751 0.19
C -2.551469 0.867451 1.490294 0.437 -0.627 -1.743 -0.01
C -1.754331 1.421761 0.373694 -1.964 -2.972 -0.154 -0.21
N -1.037104 2.682031 0.514479 0.343 -0.973 -0.999 0.04
H 5.761716 -2.874479 -0.611250 0.411 0.825 0.791 0.08
H 6.062500 -3.031943 1.151145 -0.072 1.009 -0.768 0.08
H 7.273559 -2.144340 0.170465 -1.227 -0.134 -0.188 0.08
H 6.065140 -0.385539 1.293113 -0.732 -0.499 -0.817 0.12
H 4.443216 -1.181482 1.083737 0.761 0.442 -0.715 0.12
H 6.456760 1.526381 -0.238458 -0.743 -0.625 -0.120 0.13
H 4.909209 1.342651 0.709837 0.544 0.270 -1.111 0.11
H 4.589802 1.536821 -2.333018 0.131 0.793 0.847 0.12
H 5.192945 3.097076 -1.573693 -0.559 -0.779 0.338 0.12
H 3.709572 3.331730 1.034241 -1.210 -0.226 -0.332 0.13
H 2.251630 1.360707 -2.731868 0.076 0.496 1.169 0.12
H -2.387795 -1.175841 -2.051712 0.000 0.555 1.241 0.11
H -3.959050 -3.181384 0.753101 -0.424 0.663 -0.966 0.09
H -3.256210 -3.150042 -0.900093 -0.812 0.540 0.778 0.13
H -6.036562 -1.784831 -0.438324 2.216 -2.220 -0.082 -0.04
H -4.236421 -2.866890 -2.817927 -1.181 0.485 0.308 0.10
H -6.016230 -2.487760 -3.111398 0.946 0.216 0.702 0.09
H -4.799478 -1.174217 -2.659503 -0.445 -1.056 0.337 0.09
H -2.790204 -2.697473 3.025078 -0.618 -0.062 0.024 0.07
H -2.552027 1.462208 2.445394 -0.105 -0.875 -1.003 0.11
H -1.485584 3.401580 -0.065671 -0.064 -0.268 0.336 0.14
Na -7.143455 -0.615492 -0.728664 -1.267 1.359 -0.045 0.70
```
Positions in Å, forces in eV/Å.

LUMO   -4.335 eV
Total charge   +1
Energy above the lowest of the compared OMol25 structures with the same formula, charge and spin   401.7 kJ/mol
Orbital gap   6.634 eV


DFT (ωB97M-V/def2-TZVPD) results for a structure of composition C43H43N5O8SiV at a distorted geometry.

The geometry in XYZ format:
```
101
Properties=species:S:1:pos:R:3:forces:R:3:lowdin_charge:R:1
V -0.343888 -0.161512 -0.038541 -0.079 0.932 1.161 0.87
C -4.688849 1.945453 -3.179930 -0.054 -0.040 0.098 -0.08
O -3.685712 1.310540 -2.419642 -0.032 0.034 0.018 -0.07
C -3.495886 -0.021499 -2.618012 -0.109 0.269 0.005 -0.22
C -4.343005 -0.841266 -3.340928 0.035 -0.097 -0.062 -0.03
C -4.036953 -2.197605 -3.508255 0.025 0.066 0.020 -0.10
C -2.862798 -2.709458 -3.007074 0.009 -0.129 -0.055 -0.06
C -1.992843 -1.889347 -2.276576 0.037 0.044 0.130 -0.15
C -0.685771 -2.361317 -1.864661 -0.004 0.127 -0.074 -0.06
N 0.168556 -1.697409 -1.143208 0.514 -0.686 -1.188 -0.09
N 1.363497 -2.300526 -0.937708 0.036 -0.687 0.388 0.05
C 2.480641 -1.581591 -1.140365 -0.451 0.045 -0.380 -0.50
O 2.576305 -0.533951 -1.786657 0.091 0.059 -0.003 -0.01
C 3.716188 -2.224101 -0.565681 -0.037 -0.041 0.078 -0.14
C 4.848484 -1.434705 -0.409526 0.056 0.005 -0.030 -0.03
C 5.994848 -1.958574 0.172358 -0.026 -0.021 0.047 -0.10
C 6.016145 -3.280661 0.595919 -0.009 0.003 -0.073 -0.12
C 4.891443 -4.078272 0.423004 0.024 0.037 0.013 -0.10
C 3.743344 -3.550748 -0.147766 0.055 0.012 -0.005 -0.04
C -2.355279 -0.566515 -2.007953 0.151 -0.386 -0.067 -0.25
O -1.585763 0.114882 -1.182202 -2.721 0.715 -2.489 -0.21
H -4.581005 3.009933 -2.989513 -0.003 -0.057 0.009 0.07
H -4.561322 1.752234 -4.249970 0.018 -0.029 -0.019 0.10
H -5.691173 1.625771 -2.876226 0.002 -0.048 0.003 0.09
H -5.251158 -0.449421 -3.775089 -0.017 0.062 0.019 0.10
H -4.729260 -2.833710 -4.044999 0.022 -0.005 -0.025 0.09
H -2.604738 -3.752080 -3.157674 0.021 0.044 -0.021 0.11
H -0.346443 -3.321946 -2.237871 0.018 -0.037 -0.031 0.13
H 4.799936 -0.404741 -0.741754 -0.008 -0.019 0.005 0.11
H 6.867826 -1.332010 0.316926 -0.021 0.012 -0.013 0.09
H 6.903957 -3.685305 1.068075 -0.002 -0.007 0.002 0.09
H 4.905470 -5.106719 0.765036 -0.028 0.002 -0.012 0.09
H 2.849610 -4.147653 -0.264649 -0.014 0.014 0.060 0.10
O 3.610868 -0.546014 5.002655 0.260 -0.067 0.308 0.11
C 2.809690 -0.236806 4.160095 -0.094 -0.001 -0.197 -0.27
C 2.388272 -1.075647 2.974186 -0.280 -0.147 -0.452 -0.32
O 2.790348 -2.201964 2.727388 0.089 -0.143 0.045 0.06
C 1.427732 -0.271716 2.267882 0.065 0.596 0.510 -0.19
C 1.162370 0.993674 2.892663 -0.029 -0.366 -0.411 -0.35
O 0.348553 1.828191 2.504481 -0.043 0.217 0.154 0.03
C 2.025913 1.062883 4.115635 -0.040 -0.154 -0.180 -0.28
O 2.078906 1.949210 4.929056 0.052 0.305 0.267 0.11
O 0.750151 -0.570508 1.175219 2.152 -1.182 2.988 -0.25
N 5.760917 7.653280 0.294987 -0.003 0.027 0.015 0.11
C 5.092420 6.720534 0.196653 -0.051 -0.123 -0.025 -0.21
C 4.266027 5.554183 0.051180 -0.007 -0.021 -0.047 -0.26
C 3.221763 5.549896 -0.877709 0.060 0.042 -0.012 -0.04
C 2.433866 4.429065 -1.032474 -0.021 -0.024 0.034 -0.02
C 2.656215 3.279107 -0.254906 -0.051 0.074 0.067 -0.21
C 3.717315 3.290543 0.663330 -0.022 -0.010 0.025 -0.01
C 4.507157 4.411600 0.816879 0.080 0.052 0.006 -0.03
C 1.787379 2.163031 -0.357910 -0.023 0.051 -0.156 -0.07
C 0.939577 1.293017 -0.427953 0.773 0.643 -0.313 -0.04
H 3.038408 6.438808 -1.467888 -0.026 -0.014 -0.021 0.11
H 1.615956 4.420675 -1.741424 0.005 0.012 0.006 0.10
H 3.894624 2.408094 1.264451 -0.013 0.011 -0.001 0.12
H 5.318972 4.418589 1.532688 -0.019 -0.040 0.020 0.11
N -0.266032 2.874547 -2.921991 -0.039 0.083 0.094 0.15
C -1.282410 3.424896 -2.181793 0.089 0.023 0.020 -0.39
C -2.171795 4.365511 -2.728446 -0.088 0.004 -0.057 -0.06
C -3.142582 4.904727 -1.908644 0.067 -0.015 0.001 -0.13
C -3.208346 4.522639 -0.573777 -0.019 -0.019 0.005 -0.09
C -2.268511 3.603207 -0.125602 0.099 0.022 -0.097 -0.11
N -1.333147 3.065942 -0.900257 -0.316 0.270 0.094 0.14
H -0.358111 2.825072 -3.918863 -0.044 -0.032 -0.026 0.09
H 0.264768 2.148484 -2.453605 0.008 -0.041 -0.009 0.06
H -2.100258 4.651377 -3.772212 0.039 -0.008 0.021 0.10
H -3.849576 5.622727 -2.310383 0.011 0.018 0.000 0.10
H -3.956970 4.924706 0.095397 0.018 -0.009 0.016 0.09
H -2.250182 3.276225 0.909656 -0.030 0.032 -0.045 0.09
C -4.030841 -0.753744 0.795088 0.044 0.021 -0.046 -0.21
Si -2.350890 -0.815506 1.730422 -0.291 -0.443 -0.139 0.82
C -2.143527 -2.740345 2.139592 0.046 0.104 0.164 -0.63
C -2.276175 -3.548373 0.847256 -0.076 0.052 -0.040 -0.11
C -3.195011 -3.290889 3.111056 0.031 0.040 -0.056 -0.12
C -0.744267 -3.021990 2.706173 -0.008 0.011 -0.032 -0.10
C -2.812068 0.150300 3.378876 0.195 0.090 -0.004 -0.63
C -2.726680 1.656315 3.091789 -0.036 -0.037 -0.096 -0.13
C -4.241891 -0.116277 3.871390 0.015 -0.007 -0.062 -0.12
C -1.836166 -0.169783 4.517379 -0.007 0.049 -0.041 -0.09
H -4.859178 -1.139982 1.399294 0.035 0.011 -0.032 0.02
H -3.997582 -1.334716 -0.130701 -0.008 0.042 0.041 0.01
H -4.265252 0.281091 0.515227 -0.004 -0.064 0.019 0.03
H -3.238439 -3.381305 0.352608 0.039 -0.055 0.012 0.07
H -2.189509 -4.622669 1.067838 0.008 0.043 -0.005 0.08
H -1.483884 -3.294556 0.144890 -0.015 -0.057 0.030 0.05
H -4.208984 -3.153628 2.720303 0.012 -0.001 0.062 0.07
H -3.136704 -2.822734 4.093656 -0.013 -0.008 0.024 0.05
H -3.034549 -4.370840 3.253312 -0.020 0.043 -0.021 0.07
H 0.036244 -2.774160 1.984256 0.003 -0.027 0.039 0.06
H -0.638634 -4.090086 2.949070 -0.024 0.043 -0.009 0.08
H -0.537989 -2.455282 3.616498 0.013 -0.021 -0.004 0.07
H -3.441684 1.942135 2.310090 0.010 -0.003 0.069 0.06
H -1.724801 1.941479 2.774996 -0.004 0.038 0.023 0.04
H -2.971737 2.225900 4.001293 -0.032 -0.022 -0.061 0.08
H -4.979296 0.286019 3.171438 0.013 -0.027 0.035 0.06
H -4.388873 0.391241 4.836302 -0.005 -0.002 -0.051 0.07
H -4.461834 -1.172853 4.016026 -0.013 -0.029 0.027 0.05
H -0.806587 0.060094 4.237021 -0.030 -0.042 0.016 0.07
H -1.882461 -1.219404 4.811789 0.005 -0.003 0.030 0.06
H -2.077521 0.434719 5.403580 0.008 0.001 -0.049 0.08
```
Positions in Å, forces in eV/Å.

LUMO (spin up / spin down)   3.731 / 3.731 eV
Total charge   -2
Orbital gap (spin up / spin down)   5.376 / 6.012 eV
2S+1   2


DFT (ωB97M-V/def2-TZVPD) results for the ion C4H11NP with charge +1 at a distorted geometry.

The geometry in XYZ format:
```
17
Properties=species:S:1:pos:R:3:forces:R:3:lowdin_charge:R:1
C 1.831838 0.333042 -1.376037 0.480 0.978 -2.305 -0.10
C 0.442124 0.411608 -0.841093 0.625 -1.976 -0.160 -0.23
C 0.371618 -0.062815 0.407839 -4.391 1.457 -1.184 -0.33
C 1.481070 -0.643861 1.169981 -2.521 -1.913 2.995 -0.13
P -1.674914 0.492220 1.188489 6.208 1.078 2.383 0.92
N -2.877664 -0.318996 0.296344 -2.924 -2.673 0.936 -0.17
H 1.966277 0.130907 -2.490379 -0.621 0.911 1.266 0.11
H 2.190115 1.325368 -1.059588 0.711 -0.198 -0.736 0.11
H 2.489316 -0.400077 -0.971681 0.168 -0.492 0.787 0.05
H -0.318135 0.692951 -1.591820 0.115 0.253 1.097 0.11
H 1.968538 -1.482491 0.629943 -0.334 0.517 0.657 0.10
H 1.023648 -0.954295 2.224007 1.199 0.051 -2.204 0.13
H 2.126689 0.127554 1.444202 1.599 1.122 0.190 0.07
H -1.599865 1.634426 0.356256 -0.380 -0.264 -0.116 -0.06
H -2.588582 -0.566232 -0.639496 -0.511 -0.246 -0.657 0.11
H -3.539040 0.482193 0.372814 -0.559 -1.168 -0.937 0.11
H -3.293035 -1.201502 0.880218 1.137 2.565 -2.013 0.21
```
Positions in Å, forces in eV/Å.

LUMO   -4.103 eV
Total charge   +1
SMILES   C/C=C(\C)P[NH3+]
Energy above the lowest of the compared OMol25 structures with the same formula, charge and spin   312.6 kJ/mol
Orbital gap   9.244 eV


DFT (ωB97M-V/def2-TZVPD) results for the molecule C5H7NO at a distorted geometry.

The geometry in XYZ format:
```
14
Properties=species:S:1:pos:R:3:forces:R:3:lowdin_charge:R:1
H 2.896745 -1.542761 0.234427 -1.109 0.407 0.172 0.07
N 1.942209 -1.676219 0.621204 -1.312 0.577 -0.152 0.13
C 1.053417 -0.819249 0.315800 -0.480 0.741 -0.507 -0.32
O 1.332849 0.279738 -0.552495 -0.591 -0.818 0.876 -0.08
C 0.416666 1.357246 -0.330926 -1.124 -0.172 0.509 -0.14
C -0.917949 0.729952 0.240104 0.922 0.174 -0.322 -0.21
C -1.401263 -0.452501 -0.556795 0.505 -0.015 -0.126 -0.08
C -0.527379 -0.671721 0.683007 1.509 -0.304 -0.277 -0.11
H 0.231185 1.905963 -1.270009 0.250 -0.405 0.262 0.12
H 0.866484 2.046010 0.403967 -0.264 -0.176 -0.188 0.12
H -1.611404 1.407721 0.769664 0.558 -0.674 -0.179 0.14
H -0.871724 -0.592205 -1.490809 -0.064 -0.064 -0.115 0.10
H -2.448354 -0.787751 -0.623653 0.627 0.339 0.581 0.11
H -0.961485 -1.184228 1.556511 0.572 0.389 -0.534 0.14
```
Positions in Å, forces in eV/Å.

LUMO   1.045 eV
SMILES   [H]/N=C1\OC[C@H]2C[C@@H]12
Energy above the lowest of the compared OMol25 structures with the same formula, charge and spin   168.9 kJ/mol
Orbital gap   10.878 eV